# 1
Density functional theory data (ωB97M-V with the def2-TZVPD basis set) for a structure of composition C31H20Cl4N5O10W at a distorted geometry.

Frontier orbital gap (alpha / beta) in eV: 5.21 / 6.53
HOMO energy (alpha / beta) in eV: -3.943 / -5.266
Multiplicity: 3
LUMO energy (alpha / beta) in eV: 1.27 / 1.27
Charge: -1
Energy above the lowest of the compared OMol25 structures with the same formula, charge and spin in kcal/mol: 28.6

Last column: Mulliken charge in e.
Cartesian coordinates (Å):
W: -0.16 0.61 -0.53  2.536
Cl: 1.88 4.51 -5.83  -0.227
Cl: 2.84 1.63 -6.61  -0.229
Cl: 2.41 -0.77 -4.58  -0.219
Cl: 0.46 4.97 -3.03  -0.223
O: -3.76 0.35 -1.87  -0.716
O: -3.66 6.25 4.67  -0.634
O: -1.51 -0.66 0.15  -0.384
O: 0.21 2.42 -1.47  -0.622
O: 1.08 0.14 -2.05  -0.240
O: -1.56 0.78 -1.93  -0.501
O: -1.38 2.09 0.51  -0.803
O: -0.12 0.86 1.78  -0.695
O: -3.15 6.27 2.58  -0.597
O: 1.84 1.50 0.24  0.505
N: -3.17 5.76 3.68  1.046
N: 1.06 -0.99 0.17  1.240
N: 0.84 -2.31 0.11  -1.122
N: -2.39 -1.17 -2.82  -0.136
N: -1.10 -1.72 -2.82  -0.271
C: 2.42 -0.73 0.43  0.337
C: -2.39 3.89 5.09  -0.459
C: -0.43 -2.78 0.06  -0.466
C: -2.63 0.02 -2.16  0.176
C: 0.81 2.34 -2.64  -0.105
C: -2.03 -6.18 -0.06  -0.862
C: 4.14 0.95 0.80  -0.674
C: 0.34 -6.43 -0.24  -0.720
C: 1.88 0.84 -4.20  0.091
C: 1.64 3.18 -4.74  0.367
C: 1.27 1.06 -2.98  -0.663
C: -0.95 -6.99 -0.18  -0.518
C: -1.30 1.99 4.11  -0.526
C: -1.77 2.65 5.24  -0.689
C: -3.02 -3.91 0.15  -1.245
C: 1.01 3.40 -3.51  0.179
C: -2.51 4.42 3.82  -0.104
C: -1.89 -4.77 0.03  0.940
C: -2.06 3.78 2.68  -0.359
C: 5.08 -0.05 1.03  -0.752
C: -0.95 1.79 1.66  0.549
C: 2.03 2.87 0.60  -1.380
C: 3.38 -1.72 0.67  -0.571
C: 2.07 1.91 -5.09  0.539
C: 2.84 0.59 0.50  0.492
C: -1.57 -1.99 0.13  0.541
C: 0.51 -5.07 -0.16  -0.594
C: 4.69 -1.38 0.96  -0.815
C: -2.86 -2.56 0.20  -0.460
C: -0.60 -4.21 -0.02  0.770
C: -1.45 2.55 2.85  0.286
H: -0.81 1.03 4.20  0.529
H: -1.67 2.22 6.22  0.410
H: 3.07 -2.75 0.63  0.424
H: 4.42 1.99 0.84  0.436
H: -2.76 4.44 5.94  0.487
H: -2.19 4.21 1.70  0.754
H: 1.21 -7.07 -0.35  0.393
H: -1.09 -2.62 -2.35  0.103
H: 2.32 2.93 1.65  0.417
H: 1.09 3.37 0.40  0.441
H: -4.01 -4.35 0.19  0.323
H: 1.50 -4.64 -0.21  0.340
H: -3.70 -1.88 0.26  0.541
H: 6.10 0.22 1.26  0.395
H: 5.41 -2.16 1.14  0.400
H: -1.07 -8.07 -0.25  0.377
H: 2.80 3.32 -0.03  0.310
H: -3.19 -1.78 -2.83  0.256
H: -3.03 -6.59 -0.02  0.374
H: -0.75 -1.81 -3.77  0.276

=====

# 2
Density functional theory data (ωB97M-V with the def2-TZVPD basis set) for a structure of composition C19H41BN6RuSi4Te at a distorted geometry.

Frontier orbital gap (alpha / beta) in eV: 3.99 / 2.96
HOMO energy (alpha / beta) in eV: -12.904 / -12.892
Multiplicity: 5
LUMO energy (alpha / beta) in eV: -8.92 / -9.93
Charge: +2

Last column: Mulliken charge in e.
Cartesian coordinates (Å):
Te: -2.12 0.42 0.95  0.462
Ru: -2.70 -1.93 0.56  0.331
Si: -0.39 2.69 3.14  0.176
Si: 0.25 1.85 1.05  0.122
Si: 2.51 1.13 1.25  0.347
Si: 0.14 3.70 -0.42  0.481
N: 0.53 -3.61 -2.05  -0.642
N: -1.55 -3.62 0.64  -0.100
N: -1.59 -4.76 -0.18  0.044
N: -2.66 -2.40 -1.38  -0.126
N: -2.65 -3.67 -1.98  0.085
N: -0.25 -4.65 -2.44  0.279
C: 1.59 -4.60 -3.72  -0.979
C: -1.21 -4.09 1.88  -0.212
C: 1.42 0.36 -3.71  -1.069
C: -1.65 3.78 -1.02  -1.085
C: 0.58 5.32 0.46  -1.019
C: -1.41 -5.47 1.90  -1.004
C: 0.41 -5.32 -3.44  -0.298
C: -3.71 -3.75 -2.81  0.023
C: -1.68 -5.86 0.60  -0.016
C: 3.19 0.48 -0.39  -0.592
C: -0.51 1.24 4.34  -0.878
C: -4.25 -2.49 -2.96  -1.067
C: -3.51 -1.64 -2.13  -0.154
C: 0.80 3.99 3.85  -0.996
C: -2.09 3.51 2.91  -0.906
C: 2.55 -0.24 2.54  -1.022
C: 3.60 2.58 1.81  -0.954
C: 1.59 -3.49 -2.83  0.029
C: 1.30 3.56 -1.90  -0.771
B: -1.68 -4.83 -1.71  0.362
H: -3.54 -0.58 -1.99  0.561
H: 1.53 4.57 -2.28  0.414
H: 0.03 -6.24 -3.88  0.450
H: -5.11 -2.23 -3.54  0.429
H: 2.65 -0.43 -0.70  0.097
H: -0.90 -3.41 2.65  0.574
H: -1.97 2.83 -1.45  0.250
H: -1.16 0.44 3.96  0.219
H: -0.13 5.58 1.26  0.315
H: 0.48 0.81 4.56  0.246
H: 1.80 -1.02 2.31  0.236
H: 2.39 0.47 -3.33  0.248
H: 1.43 -0.36 -4.54  0.350
H: 2.26 3.09 -1.64  0.254
H: 2.36 -4.79 -4.43  0.398
H: 2.36 0.12 3.55  0.283
H: -1.42 -6.11 2.76  0.420
H: -0.94 1.62 5.28  0.348
H: 0.32 4.43 4.74  0.408
H: 2.26 -2.63 -2.70  0.454
H: 4.65 2.28 1.70  0.421
H: 3.54 -0.72 2.52  0.387
H: 3.12 1.21 -1.21  0.142
H: 1.75 3.54 4.17  0.322
H: 1.02 4.80 3.15  0.317
H: 0.56 6.13 -0.28  0.422
H: 0.73 -0.02 -2.94  0.178
H: -2.38 3.92 3.89  0.373
H: 3.43 2.85 2.86  0.303
H: 4.25 0.22 -0.27  0.422
H: -1.98 -6.81 0.19  0.445
H: 0.85 2.99 -2.72  0.006
H: 3.44 3.48 1.19  0.273
H: 1.05 1.34 -4.07  0.322
H: -2.06 4.33 2.19  0.227
H: -4.02 -4.71 -3.20  0.466
H: 1.59 5.30 0.90  0.307
H: -1.73 4.56 -1.79  0.364
H: -2.12 -5.89 -2.10  -0.092
H: -2.87 2.80 2.60  0.291
H: -2.35 4.03 -0.21  0.301